1.
The following is a DFT calculation (ωB97M-V with the def2-TZVPD basis set) of C8H8S2Si in the gas phase at a distorted geometry.

The geometry in ORCA input format:
```
! wB97M-V def2-TZVPD RIJCOSX def2/J DEFGRID3
* xyz 0 1
C -1.91 1.52 -0.15
C -3.03 0.70 -0.44
C -0.80 0.97 0.46
C -1.02 -0.43 0.64
C 1.22 -2.21 -0.65
C 0.39 -2.31 0.37
C 2.09 -0.93 -0.67
C -0.13 -1.48 1.22
Si 0.78 2.06 0.49
S -2.59 -0.91 0.05
S 2.05 0.25 0.76
H -1.78 2.49 -0.58
H -3.96 0.96 -1.05
H 1.32 -2.91 -1.46
H 3.22 -1.05 -0.63
H 1.89 -0.50 -1.57
H -0.02 -1.56 2.26
H 0.67 2.69 -0.73
H 1.61 2.64 1.66
*
```

Results
**Structure (SMILES)**: C1=CCS[SiH2]c2ccsc2C=1
**Energy relative to the best compared isomer or geometry (same formula, charge and spin)**: 204.4 kJ/mol
**Lowest unoccupied orbital energy**: 0.27 eV

Atom charges from the natural (NBO) analysis, given in e for atoms 1 to 2: atom 1 (C): -0.25, atom 2 (C): -0.45


2.
The following is a DFT calculation (ωB97M-V with the def2-TZVPD basis set) of a molecular structure, C8H9BaNS2 at a distorted geometry.

The geometry in ORCA input format:
```
! wB97M-V def2-TZVPD RIJCOSX def2/J DEFGRID3
* xyz 0 1
Ba -0.13 1.13 -0.06
C -0.03 -0.96 -2.20
H 0.04 -0.02 -2.79
H 0.93 -1.48 -2.18
H -0.84 -1.59 -2.58
H -0.39 -1.96 -0.58
H -0.65 -1.83 0.18
S 2.60 0.59 0.50
C 2.08 1.34 1.92
N 0.76 1.52 2.25
C 0.57 2.17 3.47
C -0.68 2.54 3.99
C -0.70 3.39 5.10
C 0.49 3.84 5.68
C 1.74 3.46 5.16
C 1.77 2.61 4.06
S 3.14 2.07 3.11
H -1.58 2.16 3.50
H -1.66 3.71 5.52
H 0.46 4.51 6.54
H 2.68 3.82 5.57
*
```

Results
**Energy relative to the best compared isomer or geometry (same formula, charge and spin)**: 0.0 kJ/mol
**Lowest unoccupied orbital energy**: -0.84 eV

Atom charges from the Löwdin analysis, given in e for atoms 1 to 2: atom 1 (Ba): 1.58, atom 2 (C): -0.45